DFT (ωB97M-V/def2-TZVPD) results for C17H19ClN4O5S7SbW as an isolated structure at a distorted geometry.

Geometry as XYZ:
```
55
Properties=species:S:1:pos:R:3:forces:R:3
C -0.516585 -2.209103 -5.213835 -0.133 -0.060 -0.198
N 0.928198 1.680859 1.482862 0.257 0.727 0.068
O -0.222044 3.551119 3.222707 0.009 0.005 -0.054
N -1.078988 -2.630070 -6.126307 0.028 -0.002 0.019
H 1.233704 -3.202286 2.505715 -0.004 -0.011 -0.005
H 3.416306 -1.298851 3.745341 -0.004 0.023 0.018
S 0.989099 0.254579 -2.415997 -0.148 0.146 -0.097
C 1.363076 3.074532 1.445209 -0.007 0.066 0.033
C -4.390258 0.243968 -2.056161 -0.013 0.008 0.007
H -1.110372 1.991992 1.154847 0.011 0.028 -0.045
S 3.232428 -2.290536 1.553885 0.041 0.017 0.273
H 0.780947 3.610045 0.688484 -0.015 -0.010 -0.018
H 2.719031 -3.838130 3.311910 -0.018 -0.001 0.010
C -4.604622 1.641305 -0.123454 -0.001 -0.010 0.018
H 1.782500 3.179782 3.551942 -0.008 0.004 -0.009
H -2.533573 0.371562 -3.111174 0.008 -0.013 0.005
C -2.537743 1.650617 -1.389817 0.011 -0.038 -0.054
S 2.841511 -3.928977 -0.996644 0.308 -0.220 0.031
W 1.635507 -1.840305 -0.944171 -0.515 -2.237 -1.881
H -4.797776 -0.495265 -2.735037 0.000 -0.001 -0.003
H 1.919045 -0.789354 2.914640 0.000 -0.025 0.001
C -0.624764 2.184705 3.250892 0.019 -0.008 0.060
Sb 5.151273 -2.940960 -1.725024 -0.010 0.127 -0.003
O -0.558097 -1.538073 -0.782978 -0.019 0.438 0.050
H -1.671101 2.175521 3.552449 -0.001 -0.004 0.000
C -3.108631 0.720585 -2.265680 0.016 0.000 0.016
H 3.487385 -0.097693 2.438511 0.015 -0.010 -0.005
Cl -1.399374 -2.123987 0.363510 -0.076 0.041 0.025
H -6.151403 0.324648 -0.824548 0.003 -0.002 0.001
C 1.129112 3.676632 2.819472 -0.010 -0.040 0.015
S 3.786004 -0.921024 -1.736731 0.255 0.139 0.157
C 1.459852 0.789759 0.694035 -0.866 -0.637 0.410
C -0.471763 1.519597 1.901288 -0.145 -0.070 0.004
S 1.098006 -2.861485 -3.176300 -0.318 0.070 0.102
H -5.183610 2.007315 0.717340 0.002 0.003 -0.004
O -2.603063 -1.299527 0.348562 -0.083 -0.136 0.051
H -0.031003 1.650048 4.005481 -0.010 -0.014 -0.012
O -0.670401 -1.870757 1.618850 0.100 0.136 0.023
H 2.418972 3.117400 1.178967 0.002 -0.017 0.007
H 1.356309 4.742522 2.809297 0.001 0.002 -0.002
C -0.481191 0.535803 -4.685764 -0.101 0.214 -0.089
C -3.311221 2.100517 -0.314300 -0.002 0.025 0.024
O 0.994410 -3.431597 -0.241329 0.143 -0.103 0.128
H -0.722702 0.459158 1.938960 0.063 -0.031 0.029
H -2.893843 2.830834 0.369657 -0.007 0.009 -0.026
S -0.919747 2.263681 -1.664991 0.092 0.035 0.076
C 0.167716 -1.708142 -4.063128 0.299 0.126 0.170
N 1.551417 -0.281031 0.242317 0.731 1.630 0.688
C 0.145841 -0.374818 -3.788689 0.088 -0.204 0.027
N -0.978499 1.277633 -5.414292 0.011 -0.054 -0.007
C -5.149070 0.702275 -0.987342 -0.018 -0.010 -0.008
H 2.231162 -4.416640 1.693185 0.006 0.002 -0.014
S 5.667322 -3.380435 -3.892255 -0.017 -0.033 0.022
C 2.252039 -3.562913 2.364912 0.023 0.022 -0.010
C 2.983269 -0.997030 2.790726 0.006 -0.041 -0.026
```
Forces are in eV/Å.

**Total charge**: -2
**Kohn-Sham gap (spin up / spin down)**: 5.4 / 5.1 eV
**2S+1**: 4
**Energy relative to the best compared isomer or geometry (same formula, charge and spin)**: 46.86 kcal per mole